No. 1
Computed, not measured: a structure of composition C17H28N11O8ReS, with ωB97M-V/def2-TZVPD.

Geometry as XYZ:
```
66
Properties=species:S:1:pos:R:3
Re 1.79 -0.12 -0.92
C 4.45 -1.55 0.10
O 3.87 -0.69 -0.93
C 4.67 0.49 -1.25
C 4.12 1.63 -0.46
O 2.69 1.77 -0.81
C 2.45 2.71 -1.93
H 5.37 -1.97 -0.30
H 3.73 -2.33 0.31
H 4.65 -0.97 1.00
H 4.59 0.64 -2.32
H 5.72 0.30 -1.00
H 4.63 2.57 -0.67
H 4.14 1.45 0.61
H 2.98 2.37 -2.82
H 2.81 3.68 -1.61
H 1.38 2.74 -2.10
N 0.04 -2.73 0.28
N 0.59 -3.70 -0.57
C 1.28 -3.39 -1.65
N 1.74 -4.33 -2.45
N 1.50 -2.03 -1.86
N 1.95 -1.61 -3.08
O 2.09 -0.33 -3.01
O 2.20 -2.25 -4.04
H 0.11 -3.07 1.24
H -0.95 -2.63 0.06
H 0.45 -4.68 -0.36
H 1.52 -5.30 -2.28
H 2.19 -4.10 -3.32
N 1.62 -0.24 1.02
C 1.44 -0.47 2.15
C 1.16 -0.93 3.43
C 0.84 -0.06 4.49
N 0.57 0.66 5.35
C 1.13 -2.35 3.52
N 1.06 -3.50 3.40
C -5.15 0.49 3.91
C -5.00 0.07 2.44
S -3.56 0.79 1.68
O -2.94 1.74 2.57
O -2.72 -0.27 1.12
C -4.19 1.71 0.30
C -3.10 2.56 -0.37
N -2.01 1.70 -0.94
C -0.79 1.56 -0.43
N -0.13 0.61 -1.12
C -0.94 0.22 -2.18
C -2.09 0.89 -2.06
N -3.23 0.74 -2.94
O -3.06 -0.01 -3.87
O -4.25 1.33 -2.65
C -0.26 2.31 0.74
H -6.07 0.04 4.29
H -5.23 1.57 4.01
H -4.32 0.14 4.51
H -5.85 0.39 1.83
H -4.85 -1.00 2.31
H -4.97 2.38 0.66
H -4.62 0.99 -0.40
H -2.64 3.24 0.33
H -3.54 3.13 -1.18
H -0.69 -0.52 -2.92
H -0.51 3.37 0.68
H 0.83 2.23 0.78
H -0.70 1.94 1.67
```

Summary:
E_HOMO (alpha / beta) = -17.854 / -17.571 eV
2S+1 = 4
HOMO-LUMO gap (alpha / beta) = 7.8444 / 5.5611 eV
E_tot = -63783.6856 eV
LUMO energy (alpha / beta) = -10.010 / -12.010 eV
Maximum force = 0.01758 hartree/bohr
Net charge = +3

---

No. 2
Computed, not measured: a structure of composition C17H28N12O3PRhS3 at a distorted geometry, with ωB97M-V/def2-TZVPD.

Geometry as XYZ:
```
65
Properties=species:S:1:pos:R:3
Rh -1.94 1.79 0.25
N 0.64 4.29 -0.77
C 1.03 3.00 -0.55
N 2.30 2.60 -0.47
N 2.24 1.29 -0.32
N 1.00 0.92 -0.32
N 0.20 1.96 -0.48
C -0.63 4.73 -0.47
N -0.93 6.01 -0.39
N -2.24 6.03 -0.13
N -2.71 4.84 -0.06
N -1.73 3.97 -0.28
H 1.35 4.99 -0.69
S -6.32 1.62 -1.48
C -4.76 1.68 -0.86
S -4.45 2.28 0.70
S -3.41 1.10 -1.73
O -1.18 -0.60 -0.03
P 0.17 -1.14 -0.28
N 0.14 -2.88 -0.35
C -0.41 -3.51 0.85
C -1.38 -4.61 0.38
C -1.68 -4.20 -1.06
C -0.34 -3.61 -1.50
N 1.13 -1.23 1.11
C 0.87 -0.33 2.22
C 2.24 -0.02 2.82
C 3.05 -1.25 2.45
C 2.55 -1.53 1.04
N 0.67 -1.04 -1.91
C -0.07 -0.17 -2.82
C 0.96 0.27 -3.87
C 2.01 -0.83 -3.80
C 2.06 -1.12 -2.31
H -0.92 -2.76 1.45
H 0.40 -3.94 1.46
H -2.27 -4.68 1.00
H -0.87 -5.58 0.39
H -2.44 -3.42 -1.08
H -2.00 -5.04 -1.68
H -0.43 -2.96 -2.36
H 0.37 -4.43 -1.73
H 0.23 -0.86 2.95
H 0.33 0.56 1.91
H 2.19 0.18 3.89
H 2.65 0.85 2.31
H 2.82 -2.09 3.12
H 4.13 -1.07 2.48
H 2.69 -2.56 0.71
H 3.07 -0.86 0.35
H -0.54 0.67 -2.31
H -0.88 -0.75 -3.29
H 1.41 1.22 -3.58
H 0.51 0.38 -4.86
H 2.99 -0.52 -4.19
H 1.68 -1.72 -4.35
H 2.66 -0.35 -1.81
H 2.46 -2.10 -2.06
C -1.58 2.51 4.42
C -1.45 2.17 2.93
O -0.70 2.86 2.22
O -2.12 1.21 2.49
H -0.61 2.84 4.80
H -1.93 1.64 4.97
H -2.30 3.31 4.52
```

Summary:
E_HOMO (alpha / beta) = -2.372 / -2.382 eV
2S+1 = 1
HOMO-LUMO gap (alpha / beta) = 6.9006 / 6.8405 eV
E_tot = -86912.0930 eV
LUMO energy (alpha / beta) = 4.528 / 4.459 eV
Maximum force = 0.06579 hartree/bohr
Net charge = -2

---

No. 3
Computed, not measured: a cluster of 3 separate species, C17H28N4O6S3 in total, with ωB97M-V/def2-TZVPD.

Geometry as XYZ:
```
58
Properties=species:S:1:pos:R:3
S -2.55 -3.38 -1.37
C -0.86 -3.12 -1.87
N -0.05 -2.70 -0.91
N 1.21 -2.50 -1.24
C 1.55 -2.73 -2.51
C 2.94 -2.40 -2.91
C 3.11 -0.88 -3.23
C 1.85 -0.02 -3.07
C 2.16 1.43 -3.42
C 2.35 1.79 -4.75
C 2.65 3.10 -5.09
C 2.76 4.06 -4.09
C 2.57 3.71 -2.76
C 2.27 2.40 -2.42
N 0.73 -3.19 -3.46
N -0.53 -3.40 -3.12
H -3.04 -2.18 -1.72
H 3.16 -2.96 -3.81
H 3.62 -2.68 -2.12
H 3.45 -0.77 -4.25
H 3.87 -0.45 -2.58
H 1.08 -0.34 -3.76
H 1.48 -0.03 -2.06
H 2.25 1.03 -5.52
H 2.79 3.37 -6.12
H 2.99 5.07 -4.36
H 2.65 4.46 -1.99
H 2.11 2.11 -1.40
C 0.88 -0.86 1.83
C 0.16 0.28 2.53
O 1.09 1.23 3.12
S 1.78 2.26 2.14
C 2.35 3.39 3.36
O 0.78 2.89 1.33
O 2.91 1.64 1.51
H 1.42 -0.51 0.95
H 0.16 -1.61 1.51
H 1.61 -1.33 2.49
H -0.51 0.80 1.85
H -0.44 -0.09 3.36
H 1.49 3.82 3.87
H 2.92 4.16 2.85
H 2.98 2.85 4.06
C -5.56 -1.55 5.26
C -4.76 -2.32 4.23
O -4.80 -1.71 2.92
S -3.87 -0.45 2.67
C -3.98 -0.45 0.91
O -2.54 -0.78 3.07
O -4.51 0.72 3.18
H -5.11 -0.58 5.47
H -5.61 -2.12 6.19
H -6.57 -1.37 4.90
H -3.72 -2.44 4.54
H -5.17 -3.32 4.09
H -3.54 -1.37 0.54
H -3.41 0.41 0.56
H -5.02 -0.36 0.62
```

Summary:
E_HOMO = -8.960 eV
2S+1 = 1
HOMO-LUMO gap = 7.8680 eV
SMILES = Sc1nnc(CCCc2ccccc2)nn1.CCOS(C)(=O)=O.CCOS(C)(=O)=O
E_tot = -68831.3247 eV
LUMO energy = -1.092 eV
Maximum force = 0.01829 hartree/bohr
Net charge = 0

---

No. 4
Computed, not measured: a structure of composition C17H29AlBrSi2 at a distorted geometry, with ωB97M-V/def2-TZVPD.

Geometry as XYZ:
```
50
Properties=species:S:1:pos:R:3
C -2.09 -0.24 -2.18
C -2.37 -0.93 -0.93
C -2.67 0.02 0.05
H -2.34 -2.00 -0.80
C -2.54 1.33 -0.53
C -2.26 1.17 -1.90
H -2.25 1.97 -2.63
H -2.16 -0.75 -3.16
H -2.95 -0.17 1.08
H -2.64 2.27 0.01
Al -0.07 -0.10 -2.71
Br 0.77 -2.13 -1.99
C 1.63 1.03 -3.06
C 0.47 1.84 -3.34
C -0.24 1.24 -4.43
H 0.28 2.83 -2.93
C 0.39 -0.01 -4.74
C 1.62 -0.07 -3.99
H 2.45 -0.74 -4.18
H 2.43 1.28 -2.37
H -1.02 1.72 -5.01
H 0.05 -0.74 -5.47
C -1.31 -2.02 2.48
Si 0.44 -1.98 1.80
C 1.83 -2.10 3.08
C 0.42 -3.68 0.97
C 0.78 -0.39 0.87
Si 0.72 1.29 1.64
C 2.22 1.62 2.77
C 0.77 2.71 0.39
C -0.83 1.59 2.67
H -1.51 -2.99 2.95
H -2.03 -1.89 1.65
H -1.49 -1.23 3.22
H 1.94 -3.13 3.45
H 2.78 -1.80 2.62
H 1.65 -1.44 3.94
H -0.21 -3.75 0.09
H 1.41 -4.03 0.70
H 0.01 -4.36 1.73
H 1.48 -0.45 0.03
H 3.17 1.48 2.25
H 2.18 2.66 3.10
H 2.24 0.98 3.67
H -0.19 2.81 -0.15
H 0.93 3.64 0.97
H 1.59 2.61 -0.33
H -1.74 1.38 2.10
H -0.86 0.99 3.59
H -0.88 2.65 2.97
```

Summary:
E_HOMO = -2.030 eV
2S+1 = 1
HOMO-LUMO gap = 4.4441 eV
E_tot = -110496.0466 eV
LUMO energy = 2.414 eV
Maximum force = 0.08476 hartree/bohr
Net charge = -1

---

No. 5
Computed, not measured: a structure of composition C17H29BCeNO4P2 at a distorted geometry, with ωB97M-V/def2-TZVPD.

Geometry as XYZ:
```
55
Properties=species:S:1:pos:R:3
C -0.71 0.88 -3.86
C -0.94 0.59 -2.49
N -0.17 1.24 -1.52
C 0.78 2.12 -1.91
C 0.95 2.49 -3.24
C 0.21 1.85 -4.23
C -1.93 -0.36 -2.14
P -2.59 -0.67 -0.52
Ce -0.56 0.68 0.88
P 2.14 1.56 0.54
C 1.70 2.72 -0.85
O -0.24 -3.23 -4.95
O 1.13 -5.67 -1.35
H -1.28 0.32 -4.59
H 1.70 3.25 -3.48
H 0.35 2.10 -5.27
C -4.15 0.31 -0.45
C -3.20 -2.38 -0.63
H 2.65 3.00 -1.32
H 1.25 3.63 -0.41
H -0.53 -4.08 -5.18
H -2.29 -0.98 -2.97
C 2.95 2.69 1.71
C 3.56 0.69 -0.20
H 0.10 -0.96 0.39
H 0.82 -6.57 -1.15
H 1.32 -5.31 -0.52
H 0.51 -3.39 -4.35
H -2.08 0.92 1.82
H 0.15 -1.63 0.90
H -4.99 -0.31 -0.79
H -4.31 0.63 0.59
H -4.06 1.19 -1.09
H -4.10 -2.42 -1.26
H -2.41 -3.02 -1.06
H -3.44 -2.74 0.38
H 4.48 1.29 -0.07
H 3.69 -0.27 0.33
H 3.40 0.48 -1.26
H 4.02 2.79 1.46
H 2.47 3.67 1.69
H 2.85 2.26 2.71
O -0.19 -2.66 3.30
B -0.13 -1.65 2.35
O 0.08 -0.38 3.02
C 0.30 -0.71 4.35
C 0.36 0.17 5.41
C 0.19 -0.39 6.69
C -0.02 -1.76 6.86
C -0.03 -2.64 5.76
C 0.12 -2.08 4.51
H 0.50 1.23 5.21
H 0.21 0.27 7.56
H -0.19 -2.17 7.86
H -0.17 -3.72 5.87
```

Summary:
E_HOMO (alpha / beta) = -5.821 / -5.819 eV
2S+1 = 2
HOMO-LUMO gap (alpha / beta) = 5.7767 / 5.7777 eV
E_tot = -59957.8542 eV
LUMO energy (alpha / beta) = -0.044 / -0.041 eV
Maximum force = 0.09075 hartree/bohr
Net charge = 0

---

No. 6
Computed, not measured: a cluster of 9 separate species, C17H29Cl10F3N3O6S2 in total at a distorted geometry, with ωB97M-V/def2-TZVPD.

Geometry as XYZ:
```
70
Properties=species:S:1:pos:R:3
N 0.58 0.10 0.29
S 0.76 -0.67 -0.97
O -0.21 -1.72 -1.22
O 2.07 -0.79 -1.55
F 0.12 0.49 -1.96
S 1.57 -0.96 1.13
O 3.01 -0.79 1.09
O 1.02 -2.29 1.28
F 1.30 -0.37 2.62
C 2.76 2.73 2.03
C 2.49 3.55 0.73
O 3.10 4.58 0.50
N 1.69 2.99 -0.21
C 1.45 3.65 -1.52
H 3.29 1.81 1.77
H 1.85 2.62 2.61
H 3.36 3.37 2.67
H 1.27 2.10 -0.02
H 2.36 4.03 -1.98
H 0.96 4.61 -1.37
H 0.90 3.01 -2.21
C -1.76 2.92 -0.34
C -1.97 2.59 1.17
O -2.65 3.36 1.83
N -1.25 1.63 1.76
C -1.27 1.34 3.20
H -2.73 3.02 -0.84
H -1.14 2.22 -0.90
H -1.25 3.88 -0.37
H -0.63 1.10 1.16
H -1.63 0.32 3.35
H -1.82 2.10 3.75
H -0.27 1.37 3.64
C -0.40 -5.24 -0.14
Cl 1.32 -5.34 0.30
Cl -0.70 -5.76 -1.87
H -0.93 -5.94 0.50
H -0.77 -4.25 0.11
C -2.64 -1.56 0.81
Cl -3.37 -2.89 -0.04
Cl -3.72 -0.90 2.04
H -1.71 -1.82 1.31
H -2.35 -0.79 0.10
C 5.42 -2.36 0.62
Cl 6.76 -3.29 -0.04
Cl 4.67 -3.28 1.93
H 5.75 -1.39 0.99
H 4.63 -2.21 -0.12
C 4.55 1.12 -1.50
Cl 4.48 1.82 -3.11
Cl 6.15 1.35 -0.69
H 3.84 1.71 -0.92
H 4.34 0.05 -1.53
C 0.00 -3.32 4.42
Cl -0.86 -1.89 4.97
Cl -1.19 -4.28 3.55
H 0.78 -2.97 3.74
H 0.36 -3.84 5.31
F -6.27 -0.11 -1.64
C -5.30 0.00 -2.56
C -5.48 -0.72 -3.77
C -4.52 -0.75 -4.77
C -3.29 -0.13 -4.41
C -3.10 0.68 -3.25
C -4.11 0.67 -2.31
H -6.44 -1.19 -3.91
H -4.62 -1.37 -5.65
H -2.51 -0.11 -5.15
H -2.20 1.25 -3.07
H -3.90 1.17 -1.37
```

Summary:
E_HOMO = -7.222 eV
2S+1 = 1
HOMO-LUMO gap = 9.3503 eV
E_tot = -189904.1600 eV
LUMO energy = 2.128 eV
Maximum force = 0.21910 hartree/bohr
Net charge = -1

---

No. 7
Computed, not measured: a structure of composition C17H29ClNO2P2Tl at a distorted geometry, with ωB97M-V/def2-TZVPD.

Geometry as XYZ:
```
53
Properties=species:S:1:pos:R:3
C -0.80 3.98 -1.37
C -0.80 2.60 -1.03
N 0.05 2.17 -0.07
C 0.86 3.01 0.58
C 0.86 4.40 0.30
C 0.02 4.86 -0.71
C -1.72 1.65 -1.68
P -2.17 0.23 -0.71
Tl 0.02 -0.52 0.56
P 2.16 0.69 1.52
C 1.80 2.49 1.67
C 0.03 -2.72 0.87
C -1.01 -3.28 1.58
C -1.04 -4.69 1.71
C 0.00 -5.46 1.15
C 1.06 -4.84 0.47
C 1.07 -3.44 0.35
O -0.78 0.63 -3.80
O 0.20 -1.36 -2.91
H -1.49 4.29 -2.17
H 1.53 5.03 0.88
H 0.02 5.93 -0.96
C -3.59 0.74 0.31
C -2.85 -1.03 -1.82
H 2.75 3.05 1.65
H 1.34 2.65 2.66
H -1.14 1.10 -2.94
H -2.62 2.15 -2.04
C 2.60 0.16 3.21
C 3.74 0.69 0.62
H -1.80 -2.66 2.03
H -1.87 -5.16 2.24
H -0.02 -6.54 1.25
H 1.87 -5.43 0.04
H 1.89 -2.92 -0.19
H 0.53 -1.09 -1.73
H 0.04 -2.31 -2.97
H -0.25 -0.43 -3.41
H -0.13 1.20 -4.24
H 0.99 -0.84 -0.94
H -4.43 1.00 -0.35
H -3.88 -0.08 0.98
H -3.30 1.60 0.93
H -3.70 -0.61 -2.36
H -2.09 -1.39 -2.53
H -3.19 -1.89 -1.23
H 4.53 1.19 1.20
H 4.04 -0.35 0.42
H 3.61 1.20 -0.34
H 3.49 0.69 3.58
H 1.75 0.34 3.88
H 2.80 -0.92 3.20
Cl -0.99 0.22 2.66
```

Summary:
E_HOMO = -7.386 eV
2S+1 = 1
HOMO-LUMO gap = 7.7969 eV
E_tot = -59475.6513 eV
LUMO energy = 0.411 eV
Maximum force = 0.04622 hartree/bohr
Net charge = 0

---

No. 8
Computed, not measured: a structure of composition C17H29CrNO3S3Se2 at a distorted geometry, with ωB97M-V/def2-TZVPD.

Geometry as XYZ:
```
56
Properties=species:S:1:pos:R:3
Cr 0.26 -0.12 0.18
C -2.75 1.28 -0.85
C -1.91 2.54 -0.95
S -0.14 2.26 -0.58
C 0.15 3.52 0.70
C -0.72 3.55 1.95
S -0.73 2.03 2.95
C -2.50 1.73 3.16
C -3.28 1.50 1.87
S -2.50 0.35 0.68
H -2.47 0.58 -1.64
H -3.81 1.51 -0.95
H -2.26 3.32 -0.27
H -1.96 2.94 -1.96
H 0.06 4.48 0.18
H 1.21 3.40 0.96
H -1.75 3.80 1.70
H -0.35 4.36 2.59
H -2.95 2.56 3.71
H -2.54 0.85 3.80
H -3.44 2.43 1.34
H -4.25 1.07 2.10
O 1.70 0.79 1.78
C 2.10 -0.32 2.60
C 0.90 -1.19 2.81
C 0.64 -1.77 4.04
C -0.43 -2.63 4.17
C -1.21 -2.89 3.06
C -0.91 -2.27 1.87
N 0.12 -1.41 1.73
H 2.49 1.31 1.60
H 2.50 0.02 3.55
H 2.86 -0.90 2.06
H 1.29 -1.55 4.88
H -0.65 -3.10 5.12
H -2.05 -3.58 3.10
H -1.48 -2.46 0.97
O 0.65 0.79 -3.26
C 1.05 -0.28 -4.10
C 1.57 -1.50 -3.34
C 2.11 -2.42 -4.47
O 2.61 -3.66 -4.00
C 2.75 -1.17 -2.43
Se 2.46 -0.22 -0.74
C 0.53 -2.33 -2.58
Se -0.84 -1.45 -1.48
H 0.44 1.54 -3.84
H 1.87 0.06 -4.75
H 0.22 -0.60 -4.74
H 2.87 -1.88 -5.05
H 1.28 -2.66 -5.14
H 3.54 -3.57 -3.78
H 3.49 -0.58 -2.97
H 3.22 -2.11 -2.11
H 1.04 -3.03 -1.92
H -0.06 -2.92 -3.29
```

Summary:
E_HOMO (alpha / beta) = -10.084 / -10.548 eV
2S+1 = 2
HOMO-LUMO gap (alpha / beta) = 6.5104 / 7.2840 eV
E_tot = -217345.6740 eV
LUMO energy (alpha / beta) = -3.573 / -3.264 eV
Maximum force = 0.02815 hartree/bohr
Net charge = +1